Density functional theory data (ωB97M-V/def2-TZVPD) for C42H50CaCl7N2O3SSe as an isolated structure.

```
! RIJCOSX wB97M-V def2-TZVPD def2/J DEFGRID3
* xyz -1 1
Ca 0.4591 -2.2554 0.3477
C 4.2468 4.0228 -2.9013
C 4.2193 2.6257 -3.5325
C 3.3619 2.6894 -4.7951
C 5.6446 2.2334 -3.9413
C 3.6729 1.6193 -2.5233
C 2.5129 0.8877 -2.7234
C 2.0454 0.0064 -1.7648
Se 0.3451 -0.8501 -2.1583
C -0.8395 0.4530 -1.3530
C -1.1383 1.5696 -2.1238
C -1.8799 2.6184 -1.6112
C -2.2972 2.5061 -0.2822
C -2.0323 1.4151 0.5251
C -1.3060 0.3139 -0.0228
O -1.0726 -0.7529 0.6828
C -2.5170 1.3597 1.9758
C -3.2542 2.6392 2.3771
C -3.4924 0.1880 2.1581
C -1.3289 1.1963 2.9341
C -2.2491 3.8585 -2.4234
C -1.6821 5.1109 -1.7431
C -1.6935 3.7978 -3.8447
C -3.7762 3.9830 -2.5096
C 2.7245 -0.2094 -0.5295
O 2.2598 -1.0379 0.3538
C 3.9217 0.5324 -0.3244
C 4.3339 1.4114 -1.3175
C 4.8040 0.4620 0.9366
C 4.3818 -0.5540 2.0030
C 6.2375 0.0934 0.5232
C 4.8140 1.8426 1.6087
H 4.6293 4.7604 -3.6112
H 4.8841 4.0467 -2.0173
H 3.2456 4.3283 -2.5944
H 3.7873 3.4143 -5.4924
H 2.3397 2.9999 -4.5762
H 3.3172 1.7250 -5.3021
H 6.0433 2.9383 -4.6751
H 5.6593 1.2353 -4.3814
H 6.3186 2.2269 -3.0849
H 1.9440 1.0027 -3.6361
H -0.7571 1.6066 -3.1353
H -2.8616 3.3272 0.1403
H -4.1528 2.8059 1.7802
H -2.6178 3.5220 2.2882
H -3.5637 2.5553 3.4210
H -4.3371 0.2876 1.4729
H -3.8818 0.1818 3.1791
H -3.0016 -0.7609 1.9633
H -0.6430 2.0406 2.8443
H -0.7792 0.2825 2.7301
H -1.6968 1.1652 3.9641
H -0.5949 5.0560 -1.6781
H -2.0692 5.2197 -0.7305
H -1.9485 6.0105 -2.3036
H -0.6042 3.7386 -3.8525
H -1.9816 4.6989 -4.3904
H -2.0787 2.9376 -4.3936
H -4.2193 4.0937 -1.5199
H -4.2104 3.0943 -2.9691
H -4.0594 4.8537 -3.1057
H 5.2388 1.9798 -1.1343
H 4.3687 -1.5717 1.6204
H 3.3905 -0.3528 2.3979
H 5.1107 -0.4918 2.8178
H 6.2540 -0.8812 0.0331
H 6.8786 0.0426 1.4070
H 6.6745 0.8182 -0.1633
H 3.8053 2.1273 1.9101
H 5.1948 2.6195 0.9454
H 5.4449 1.8208 2.5008
Cl 2.2767 -4.2917 1.8792
C 3.4143 -4.8591 0.6311
Cl 3.7023 -3.7384 -0.6954
H 2.9911 -5.7691 0.2193
H 4.3612 -5.0399 1.1296
Cl -4.2746 -5.1720 -4.6410
C -3.1990 -4.8286 -3.3338
C -1.8273 -5.0204 -3.4751
Cl -1.1907 -5.5612 -4.9888
C -0.9741 -4.7828 -2.4138
Cl 0.7367 -4.9948 -2.5792
C -1.4356 -4.3522 -1.1507
O -0.6337 -4.1898 -0.1649
C -2.8256 -4.1067 -1.0579
Cl -3.4361 -3.4251 0.4101
C -3.6854 -4.3568 -2.1188
Cl -5.3823 -4.0802 -1.9333
N -1.6296 -5.3101 2.3965
C -1.7426 -4.2795 3.2657
S -0.3977 -3.3741 3.7006
N -2.9975 -4.1316 3.7609
C -3.5934 -3.1857 4.6250
C -3.0115 -2.0012 5.0586
C -3.7368 -1.1576 5.8892
C -5.0252 -1.4613 6.2918
C -5.6049 -2.6406 5.8438
C -4.8961 -3.4931 5.0209
H -0.8830 -5.2043 1.7207
H -2.4831 -5.6178 1.9506
H -3.6723 -4.7851 3.3935
H -2.0208 -1.7370 4.7395
H -3.2700 -0.2357 6.2108
H -5.5726 -0.7874 6.9353
H -6.6142 -2.9012 6.1338
H -5.3625 -4.4094 4.6770
*
```

Summary:
- LUMO energy (eV) = 2.14
- highest occupied orbital energy (eV) = -4.59
- frontier orbital gap (eV) = 6.731

Here are the Löwdin charges for atoms 1 to 99, given in e:
1. Ca 1.17
2. C -0.05
3. C -0.56
4. C -0.07
5. C -0.05
6. C -0.19
7. C -0.09
8. C -0.38
9. Se 1.08
10. C -0.39
11. C -0.08
12. C -0.19
13. C 0.01
14. C -0.09
15. C -0.39
16. O -0.32
17. C -0.53
18. C -0.08
19. C -0.04
20. C -0.04
21. C -0.56
22. C -0.05
23. C -0.07
24. C -0.05
25. C -0.40
26. O -0.35
27. C -0.09
28. C -0.01
29. C -0.53
30. C -0.07
31. C -0.06
32. C -0.05
33. H 0.08
34. H 0.07
35. H 0.09
36. H 0.08
37. H 0.08
38. H 0.09
39. H 0.08
40. H 0.09
41. H 0.07
42. H 0.08
43. H 0.08
44. H 0.09
45. H 0.08
46. H 0.08
47. H 0.08
48. H 0.09
49. H 0.07
50. H 0.05
51. H 0.09
52. H 0.07
53. H 0.07
54. H 0.09
55. H 0.07
56. H 0.08
57. H 0.08
58. H 0.08
59. H 0.09
60. H 0.07
61. H 0.09
62. H 0.08
63. H 0.09
64. H 0.06
65. H 0.08
66. H 0.08
67. H 0.09
68. H 0.08
69. H 0.07
70. H 0.09
71. H 0.07
72. H 0.08
73. Cl 0.53
74. C -0.97
75. Cl 0.57
76. H 0.02
77. H 0.02
78. Cl 0.64
79. C -0.73
80. C -0.70
81. Cl 0.66
82. C -0.61
83. Cl 0.69
84. C -0.52
85. O -0.32
86. C -0.58
87. Cl 0.75
88. C -0.70
89. Cl 0.66
90. N 0.08
91. C -0.87
92. S 0.63
93. N 0.06
94. C -0.23
95. C -0.05
96. C -0.09
97. C -0.10
98. C -0.10
99. C -0.04

Density functional theory data (ωB97M-V/def2-TZVPD) for C4H3LiORu as an isolated structure.

```
! RIJCOSX wB97M-V def2-TZVPD def2/J DEFGRID3
* xyz 0 7
H -0.3865 -2.3463 -0.0431
O 1.0812 -1.3606 -1.1511
C -0.1543 -1.3407 -0.4691
C -0.1753 -0.2995 0.6304
H -0.9860 -1.1425 -1.1883
H -1.1086 -0.3774 1.2181
Ru 1.8660 0.0009 -0.1009
Li 0.6572 1.1998 1.9373
C 0.0114 3.3088 -0.4594
C -0.8052 2.3576 -0.3740
*
```

Summary:
- <S²> = 12.03
- LUMO energy (alpha / beta) (eV) = -1.65 / -1.88
- highest occupied orbital energy (alpha / beta) (eV) = -7.37 / -8.20
- frontier orbital gap (alpha / beta) (eV) = 5.717 / 6.319

Atomic charges from the Löwdin analysis, expressed in e, are listed below:
1. H 0.11
2. O -0.41
3. C -0.50
4. C -0.32
5. H 0.12
6. H 0.01
7. Ru 1.02
8. Li 0.57
9. C -0.28
10. C -0.31

Density functional theory data (ωB97M-V/def2-TZVPD) for a 2-piece molecular cluster, C3H10S2 overall.

```
! RIJCOSX wB97M-V def2-TZVPD def2/J DEFGRID3
* xyz 0 1
C 1.4192 -1.2360 -0.0384
C 0.5374 0.5064 -2.1235
S 1.8470 -0.6489 -1.6869
H 1.3971 -0.4454 0.7097
H 2.1820 -1.9842 0.1475
H -0.0246 0.8597 -1.2686
H 1.0106 1.3375 -2.6550
H -0.1940 0.0424 -2.7898
H 0.4772 -1.7747 -0.0081
C -2.1161 0.7434 0.6109
S -1.7129 0.4842 2.3558
H -0.4740 0.9899 2.3794
H -3.1924 0.8333 0.5425
H -1.7380 -0.0971 0.0317
H -1.7397 1.7101 0.2864
*
```

Summary:
- LUMO energy (eV) = 0.81
- highest occupied orbital energy (eV) = -8.52
- SMILES = CSC.CS
- frontier orbital gap (eV) = 9.333

Atomic charges from the Löwdin analysis, expressed in e, are listed below:
1. C -0.44
2. C -0.43
3. S 0.74
4. H 0.03
5. H 0.02
6. H 0.00
7. H 0.03
8. H 0.03
9. H 0.03
10. C -0.50
11. S 0.62
12. H -0.17
13. H 0.02
14. H 0.01
15. H 0.03

Density functional theory data (ωB97M-V/def2-TZVPD) for an isolated ion of composition C12H19B2NO4PS and charge +1.

```
! RIJCOSX wB97M-V def2-TZVPD def2/J DEFGRID3
* xyz 1 1
C 4.1387 3.4637 -1.0896
C 2.9588 2.8572 -1.5966
C 1.5225 2.2073 -2.0907
C 1.0415 0.9032 -1.1873
C -0.2461 0.9778 -0.1223
B -1.1451 2.3627 0.1209
O -0.9260 3.1591 1.3808
O -2.1556 2.8869 -0.8271
C -0.6548 -0.3616 0.7292
C -1.8627 -0.5025 1.8269
C -1.6985 0.4757 3.1531
C -3.3724 -0.3820 1.1227
C -4.2688 -1.6852 1.6650
C 0.2341 -1.7288 0.4163
C 1.4901 -1.7024 -0.6888
B 2.2595 -3.1381 -0.9124
O 1.3897 -4.2892 -1.3372
O 3.7032 -3.4039 -0.7893
N 1.8504 -0.3909 -1.4193
P 3.2575 -0.4990 -2.5373
S 4.8610 -0.3512 -1.3763
H 5.0084 3.7589 -0.3280
H 0.7484 3.0908 -2.0972
H 1.5535 1.8075 -3.2153
H -1.5648 3.9394 1.4082
H -1.9625 2.6087 -1.7726
H -1.8270 -1.6153 2.2578
H -0.6186 0.9202 3.2632
H -2.1090 -0.0569 4.1113
H -2.4128 1.4120 2.9536
H -3.2424 -0.5836 -0.0468
H -3.9023 0.6420 1.3502
H -3.6343 -2.6949 1.6172
H -5.2117 -1.8852 0.9785
H -4.5600 -1.5722 2.8150
H -0.0043 -2.7323 0.9797
H 0.5921 -3.9530 -1.8440
H 4.1391 -2.8661 -0.0655
H 3.2696 -1.6960 -3.3501
H 3.3618 0.6172 -3.4557
*
```

Summary:
- LUMO energy (eV) = -5.34
- highest occupied orbital energy (eV) = -11.85
- SMILES = C#CCc1c(B(O)O)c([C@@H](C)CC)cc(B(O)O)[n+]1[PH2]=S
- frontier orbital gap (eV) = 6.514

Atomic charges from the Löwdin analysis, expressed in e, are listed below:
1. C 0.09
2. C -0.10
3. C -0.17
4. C -0.02
5. C 0.11
6. B -0.42
7. O 0.04
8. O 0.06
9. C 0.01
10. C -0.31
11. C -0.07
12. C -0.19
13. C -0.14
14. C 0.12
15. C 0.01
16. B -0.46
17. O 0.06
18. O 0.04
19. N -0.21
20. P 0.45
21. S 0.20
22. H 0.09
23. H 0.13
24. H 0.11
25. H 0.13
26. H 0.12
27. H 0.13
28. H 0.10
29. H 0.10
30. H 0.09
31. H 0.12
32. H 0.12
33. H 0.08
34. H 0.09
35. H 0.10
36. H 0.13
37. H 0.11
38. H 0.10
39. H 0.03
40. H 0.00

Density functional theory data (ωB97M-V/def2-TZVPD) for a 10-piece molecular cluster, H20O10 overall.

```
! RIJCOSX wB97M-V def2-TZVPD def2/J DEFGRID3
* xyz 0 1
H -0.5833 0.0077 0.7598
H 0.5645 -0.6542 0.0152
H -1.0384 4.4637 0.7273
H -1.3558 5.9064 0.3699
H -0.0045 1.8088 -1.5628
H -1.2058 2.2436 -0.7395
H 3.7776 -1.0018 -0.0859
H 3.7541 0.5140 -0.1947
H -5.8549 -0.2388 -0.9096
H -4.5723 -0.5238 -0.1455
H 1.6356 3.2876 0.6943
H 1.3705 1.8071 0.4756
H -0.7292 -3.6942 -0.0658
H 0.2250 -3.7251 -1.2484
H 3.3058 -1.3988 -1.9827
H 3.0671 -0.4693 -3.1613
H -3.0921 -2.4600 0.1998
H -2.0021 -1.9898 1.1490
H 1.8898 -1.9180 3.7206
H 1.4082 -2.1631 2.3000
O -0.3912 -0.6982 0.1322
O -0.7936 5.1663 0.1146
O -0.6410 1.4829 -0.9165
O 3.2158 -0.2365 0.0809
O -4.9147 -0.4069 -1.0388
O 1.2361 2.5171 1.1134
O -0.5248 -3.2373 -0.8895
O 3.7513 -0.7559 -2.5459
O -2.5866 -1.6780 0.4489
O 1.0891 -1.9556 3.1854
*
```

Summary:
- LUMO energy (eV) = 0.04
- highest occupied orbital energy (eV) = -9.79
- SMILES = O.O.O.O.O.O.O.O.O.O
- frontier orbital gap (eV) = 9.832

Atomic charges from the Löwdin analysis, expressed in e, are listed below:
1. H 0.04
2. H 0.02
3. H 0.03
4. H 0.04
5. H 0.05
6. H 0.05
7. H 0.03
8. H 0.05
9. H 0.03
10. H 0.01
11. H 0.04
12. H 0.00
13. H 0.03
14. H 0.03
15. H 0.02
16. H 0.05
17. H 0.04
18. H 0.03
19. H 0.03
20. H 0.02
21. O -0.10
22. O -0.06
23. O -0.05
24. O -0.06
25. O -0.06
26. O -0.06
27. O -0.05
28. O -0.06
29. O -0.07
30. O -0.06

Density functional theory data (ωB97M-V/def2-TZVPD) for a 2-piece molecular cluster, C3H3I overall.

```
! RIJCOSX wB97M-V def2-TZVPD def2/J DEFGRID3
* xyz 0 1
C -0.0565 0.9182 -0.1046
C -0.5065 0.6285 1.0639
C -0.7625 -0.5005 0.2716
I 2.9962 -0.4256 -0.4205
H 0.1667 1.4062 -0.9879
H -1.5954 -0.6843 -0.3491
H -0.2420 -1.3425 0.5266
*
```

Summary:
- LUMO energy (alpha / beta) (eV) = -1.01 / -3.13
- highest occupied orbital energy (alpha / beta) (eV) = -9.82 / -8.78
- frontier orbital gap (alpha / beta) (eV) = 8.812 / 5.654

Atomic charges from the Löwdin analysis, expressed in e, are listed below:
1. C -0.10
2. C -0.02
3. C -0.15
4. I 0.11
5. H 0.05
6. H 0.07
7. H 0.03

Energy for every record listed, in sequence, given in a.u.: -8664.5558 -331.4016 -916.6441 -1613.0384 -764.3207 -413.5794.